No. 1
132
Properties=species:S:1:pos:R:3:forces:R:3:lowdin_charge:R:1 method="wB97M-V/def2-TZVPD" largest_force_ev_per_a=5.396 orbital_gap_ev=8.183 total_charge=0 e_tot_ha=-6795.1927
C 4.3015 2.7076 1.0032 0.55 0.69 1.43 -0.232
S 3.6268 1.8017 2.4738 0.89 -0.50 1.82 0.827
O 4.7534 1.1274 3.2665 -0.96 0.92 -1.57 -0.563
C 3.1035 3.2388 3.5086 0.18 0.19 -1.12 -0.231
H 4.8638 3.5551 1.3953 0.50 -0.20 0.17 0.045
H 3.5739 3.1981 0.3566 -0.37 -0.93 -0.06 0.027
H 4.9808 1.9898 0.5435 -0.32 0.16 -0.35 0.041
H 3.1523 3.1747 4.5957 -0.27 -1.12 -0.18 0.063
H 2.0950 3.3220 3.1036 -0.19 0.70 0.52 0.015
H 3.7273 4.1142 3.3278 -0.11 0.06 -0.58 0.047
C -2.4166 3.1237 -5.6672 -0.21 -0.66 0.50 -0.254
S -2.8553 4.2233 -4.2803 0.70 0.36 1.55 0.846
O -4.0273 3.7133 -3.4929 0.20 -0.18 -0.98 -0.571
C -1.4568 3.6896 -3.1576 -0.10 -0.16 -0.70 -0.240
H -2.3880 2.1199 -5.2432 0.03 -0.15 -0.13 0.025
H -1.4414 3.3506 -6.0980 0.03 0.30 0.28 0.056
H -3.1586 3.1714 -6.4642 -0.15 0.20 0.25 0.052
H -1.4315 4.1410 -2.1658 -0.67 0.53 -0.26 0.037
H -0.4796 3.8728 -3.6042 -0.06 -0.19 -0.27 0.028
H -1.6484 2.6278 -3.0027 0.27 -0.16 -0.22 0.025
C 6.0154 -1.0882 1.1793 -0.87 -1.39 1.01 -0.255
S 5.1237 -1.8690 -0.2272 -0.12 0.00 -0.89 0.830
O 5.0217 -3.3892 -0.1373 -0.16 2.04 0.73 -0.564
C 3.4997 -1.0305 0.1276 0.20 -0.40 0.90 -0.254
H 6.9550 -1.5939 1.4015 0.27 0.29 -0.76 0.054
H 5.4323 -1.3387 2.0655 -0.28 0.22 0.11 0.038
H 6.0566 -0.0001 1.1281 0.17 -0.22 -0.39 0.031
H 2.6832 -1.6051 -0.3097 0.28 -0.01 -0.25 0.027
H 3.4622 0.0121 -0.1882 0.36 -0.14 -0.74 0.018
H 3.2957 -0.9614 1.1961 0.21 -0.58 0.25 0.010
C -5.4136 1.1359 -1.7656 -0.54 -0.45 -0.31 -0.263
S -4.8795 1.1977 -0.0434 0.18 -1.42 -0.04 0.883
O -4.2171 -0.1867 0.1355 -0.44 2.03 -0.13 -0.596
C -3.6600 2.5124 -0.2673 0.35 -0.52 0.01 -0.280
H -5.9671 2.0050 -2.1212 0.13 0.13 0.31 0.059
H -6.0664 0.2632 -1.7837 -0.24 0.07 0.11 0.045
H -4.6354 0.8989 -2.4911 0.49 0.30 0.38 0.041
H -3.0735 2.7329 0.6246 -0.20 -0.41 0.17 0.029
H -4.1692 3.4424 -0.5199 -0.11 -0.22 -0.37 0.058
H -3.0306 2.0997 -1.0558 0.21 0.55 -0.12 0.027
C -2.6709 -0.9585 -4.9768 -0.71 -1.24 1.20 -0.235
S -1.3574 -1.1506 -3.6695 -0.06 1.36 -0.33 0.857
O -0.7165 0.2287 -3.6575 -0.10 -0.51 0.47 -0.615
C -2.2378 -1.3920 -2.0179 0.39 0.37 -1.43 -0.199
H -3.6241 -0.6267 -4.5652 0.13 0.36 0.15 0.039
H -2.8513 -1.9919 -5.2729 -0.01 -0.03 -0.36 0.036
H -2.4030 -0.3564 -5.8450 0.57 -0.03 0.44 0.048
H -2.5427 -0.4410 -1.5813 -0.06 -0.01 -0.25 0.019
H -1.4661 -1.8520 -1.4007 -0.20 -0.22 -0.04 0.028
H -3.0889 -2.0547 -2.1745 0.13 -0.08 0.18 0.054
C 0.4725 -0.6847 4.5221 0.58 -1.03 -0.53 -0.232
S 1.6250 -2.1473 4.5285 0.57 1.37 -1.75 0.878
O 2.0790 -2.2230 3.0629 -0.72 -0.35 1.21 -0.585
C 2.9904 -1.2358 5.2883 -0.38 -0.21 0.88 -0.254
H -0.3730 -0.9771 3.8994 -0.24 -0.13 0.48 0.026
H 0.9609 0.0851 3.9246 0.23 0.16 0.40 0.032
H 0.2100 -0.3921 5.5388 -0.11 0.03 -0.21 0.059
H 3.7225 -1.8767 5.7796 0.01 -0.28 -0.49 0.052
H 2.5450 -0.6735 6.1089 0.09 0.39 -0.10 0.045
H 3.4332 -0.6125 4.5114 -0.02 0.05 0.10 0.029
C 2.5526 4.2497 -2.6161 0.60 -0.77 -0.50 -0.223
S 3.2090 2.4925 -2.7431 -1.18 0.60 1.48 0.876
O 2.5554 1.8003 -1.5277 0.74 0.70 -2.10 -0.594
C 2.3952 1.9961 -4.3123 -0.63 -0.87 1.20 -0.238
H 1.4742 4.2150 -2.4613 0.11 -0.10 -0.04 0.028
H 2.8240 4.7841 -3.5265 -0.19 -0.07 -0.15 0.047
H 3.0537 4.7733 -1.8020 -0.02 -0.36 0.16 0.038
H 1.3085 2.0522 -4.2485 -0.13 0.94 -0.09 0.036
H 2.4378 0.9071 -4.2934 0.81 -0.15 -0.22 0.026
H 2.8804 2.4283 -5.1875 -0.12 0.04 0.22 0.060
C -5.1758 -3.5027 0.3455 1.62 1.40 -0.20 -0.244
S -3.6486 -4.1214 1.1810 1.93 0.09 0.63 0.870
O -2.5484 -4.3911 0.1531 -1.67 0.30 0.25 -0.598
C -2.9159 -2.6006 2.0420 -1.00 0.30 -0.74 -0.204
H -5.8105 -2.8967 0.9920 -0.10 -0.59 0.38 0.054
H -5.6720 -4.2887 -0.2238 0.17 -0.01 0.35 0.051
H -4.7285 -2.7396 -0.2916 -0.27 -0.06 -0.61 0.009
H -2.8707 -1.7491 1.3630 -0.54 -0.06 -0.39 0.007
H -1.8668 -2.7433 2.3012 -0.30 -1.01 0.23 0.020
H -3.5207 -2.3023 2.8983 0.08 -0.21 0.08 0.055
C -0.0972 1.9735 -0.0415 -0.04 -0.65 -0.55 -0.238
S -0.9707 0.7823 1.1153 1.27 0.96 -0.24 0.852
O -0.8340 1.3432 2.5209 0.10 -0.56 -1.11 -0.567
C 0.2515 -0.6104 0.9032 -0.28 0.35 1.28 -0.221
H 0.8655 2.3889 0.2565 -0.01 -0.44 0.68 0.035
H -0.6795 2.8121 -0.4232 -0.64 -0.10 0.61 0.013
H 0.1209 1.3965 -0.9401 0.04 -0.25 -0.05 0.026
H 1.2096 -0.3365 1.3451 0.12 0.40 -0.50 0.025
H 0.3151 -1.0525 -0.0910 -0.09 0.49 -0.07 0.048
H -0.0535 -1.3899 1.6013 -0.46 -0.07 -0.13 0.013
C 0.4539 5.5329 2.0638 -0.82 0.87 -1.19 -0.055
C -0.9841 5.1361 1.7480 -0.33 -0.42 0.59 -0.173
O -1.9252 5.9710 2.5075 -0.80 0.30 0.35 0.021
C -3.2509 5.9794 2.2900 -0.27 -2.43 -4.67 -0.286
O -3.8602 5.3669 1.3472 2.61 2.42 4.05 0.081
C -4.0282 6.9263 3.2312 0.48 -2.71 -0.06 -0.613
F -3.3205 7.2298 4.3038 0.47 1.31 0.02 0.186
F -4.5049 7.9292 2.5463 0.04 1.23 0.12 0.215
F -5.0320 6.1938 3.6891 -1.25 -0.22 0.20 0.173
H 0.7334 5.3706 3.1048 0.05 0.11 -0.26 0.083
H 0.5790 6.5549 1.7062 0.10 0.41 0.74 0.081
H 1.0936 5.0297 1.3387 0.10 -0.69 0.38 0.066
H -1.1050 4.1154 2.1110 -0.45 -0.16 -0.33 0.110
H -1.2340 5.2386 0.6920 0.05 -0.14 0.04 0.121
C 2.3185 -1.7915 -3.2690 -1.24 -1.34 0.78 -0.055
C 2.4430 -3.3183 -2.8878 1.59 1.46 -0.56 -0.174
O 1.1773 -3.9823 -2.9069 -0.69 0.32 -0.02 0.002
C 1.0876 -5.2834 -3.1701 2.29 0.27 0.06 -0.380
O 1.9968 -5.9511 -3.5999 -1.13 0.13 0.39 0.166
C -0.3042 -5.8519 -2.8556 -0.18 0.63 0.87 -0.540
F -1.1730 -4.8619 -2.5122 0.51 -1.01 -0.44 0.133
F -0.6873 -6.4637 -3.9496 -0.94 -0.30 -0.86 0.191
F -0.2982 -6.7706 -1.8732 0.21 0.62 -0.21 0.165
H 1.7316 -1.2730 -2.5108 0.23 0.26 0.17 0.050
H 1.7122 -1.6851 -4.1685 0.23 -0.14 -0.26 0.064
H 3.2889 -1.3134 -3.4030 0.01 -0.24 0.15 0.078
H 2.8980 -3.4859 -1.9116 -0.23 0.23 0.27 0.099
H 3.2128 -3.6850 -3.5667 -0.62 -0.81 -0.34 0.123
C 1.1966 -4.7316 0.3954 1.42 -0.92 0.89 -0.036
C 0.2757 -4.7330 1.5832 -1.90 1.39 -0.75 -0.206
O 0.6558 -5.6131 2.6610 0.74 -0.89 0.61 0.056
C -0.0520 -5.7064 3.7820 -2.53 1.38 -0.47 -0.354
O -1.1045 -5.1228 4.0234 1.94 -0.67 -0.41 0.121
C 0.4225 -6.7630 4.8284 -0.92 0.52 0.22 -0.512
F 1.4734 -7.4152 4.3966 0.74 -0.23 0.40 0.190
F 0.6506 -6.1681 6.0481 0.08 -0.70 -1.48 0.127
F -0.5783 -7.6615 5.0146 0.60 0.59 -0.05 0.144
H 0.9737 -3.9964 -0.3779 -0.40 0.29 0.50 0.072
H 1.2758 -5.6842 -0.1283 0.02 -0.18 0.25 0.080
H 2.1366 -4.4930 0.8929 0.67 0.03 -0.84 0.086
H -0.7346 -4.9038 1.2115 -0.17 -0.44 0.68 0.088
H 0.3147 -3.7026 1.9366 -0.11 -0.07 0.53 0.087

No. 2
34
Properties=species:S:1:pos:R:3:forces:R:3:lowdin_charge:R:1 method="wB97M-V/def2-TZVPD" largest_force_ev_per_a=2.352 orbital_gap_ev=9.023 total_charge=0 e_above_lowest_ev=0.000 e_tot_ha=-1333.3473
C -4.7454 2.2579 -0.8893 0.26 -0.57 0.77 -0.047
C -3.3912 1.6450 -0.5750 -0.85 -0.51 -0.18 -0.273
C -2.3993 2.3668 0.0735 0.43 0.01 -0.22 -0.029
C -1.1264 1.7907 0.2628 -1.06 2.03 0.53 -0.021
C -0.8691 0.5085 -0.1451 0.92 -0.17 0.86 -0.183
C 0.4464 -0.0988 0.0866 1.39 -0.95 -0.19 -0.078
C 1.2285 -0.8107 -0.8119 0.94 -0.70 1.84 -0.022
C 0.8016 -1.1200 -2.1640 -0.32 1.54 -1.16 -0.483
O 0.5735 -0.1954 -2.9284 0.03 -1.51 0.03 0.118
O 0.6144 -2.4287 -2.4516 0.31 0.72 0.18 0.128
C 2.4376 -1.2663 -0.1191 -0.31 -0.41 0.24 0.000
C 3.6080 -2.0260 -0.6648 -1.56 1.17 -1.22 -0.476
O 3.7245 -2.2299 -1.8508 0.04 -0.19 -0.02 0.107
O 4.5587 -2.3868 0.1936 0.67 -0.20 0.39 0.116
C 2.3038 -0.8379 1.1831 -0.20 0.29 -0.58 -0.233
N 1.1287 -0.1521 1.3075 0.09 0.06 -0.46 -0.042
C 0.8068 0.4327 2.5892 0.04 0.04 0.30 -0.387
S 2.1787 -0.0872 3.7176 -0.16 -0.18 -0.55 0.881
C 3.1548 -0.9545 2.3931 -0.14 0.28 0.56 -0.362
C -1.8768 -0.2232 -0.7167 -0.86 -0.95 -0.76 -0.019
C -3.1317 0.3238 -0.9404 0.63 -0.01 0.12 -0.024
H -5.3439 2.3716 0.0244 0.15 0.07 -0.14 0.085
H -4.5524 3.2273 -1.2969 -0.26 0.71 -0.38 0.066
H -5.3401 1.6559 -1.5798 0.26 0.08 -0.03 0.077
H -2.6241 3.4071 0.3639 0.37 -0.61 -0.07 0.122
H -0.3827 2.4424 0.7314 0.01 -0.49 -0.20 0.117
H 0.4672 -2.4560 -3.4046 -0.14 -0.12 -0.24 0.128
H 5.2801 -2.7285 -0.3800 -0.45 0.09 0.45 0.146
H 0.7919 1.5161 2.5381 0.09 0.15 -0.08 0.070
H -0.1818 0.1155 2.9426 0.33 -0.20 0.01 0.098
H 4.1511 -0.4888 2.2846 -0.56 -0.21 -0.01 0.093
H 3.2737 -2.0056 2.6691 0.09 0.21 0.03 0.084
H -1.6914 -1.2524 -1.0369 -0.01 0.29 0.21 0.128
H -3.8736 -0.3128 -1.4059 -0.17 0.24 -0.04 0.113